C18H47NO4ScSi2 as an isolated structure. Source: OMol25; level of theory: ωB97M-V/def2-TZVPD.

Atoms and positions in Å:
Sc 0.890 1.718 1.616
Si 0.983 1.767 -2.175
Si 3.570 1.061 2.501
O -2.395 3.173 3.570
O -1.303 -2.281 -0.438
O -0.372 3.148 2.494
O -2.089 -0.868 -2.081
N -0.260 0.447 3.002
C -4.207 -0.055 -1.199
C 2.366 0.022 1.530
C -2.177 -2.471 0.742
C 5.043 0.131 3.203
C 0.525 1.859 -0.365
C -1.868 -1.422 -3.436
C 2.357 3.026 -2.186
C 0.052 -2.829 -0.562
C -1.320 2.672 3.300
C 1.542 0.170 -3.027
C -2.974 0.276 -2.021
C -0.451 2.237 -3.304
C -3.094 -2.236 -3.731
C -3.315 -3.367 0.351
C 4.018 2.487 1.344
C -0.966 1.331 3.971
C 2.605 1.938 3.889
C 0.494 -3.647 0.627
H -1.857 -1.931 -1.235
H 3.036 2.859 -1.336
H 4.860 3.012 1.820
H 1.862 4.001 -2.063
H -3.992 -3.555 1.196
H -2.929 -2.913 -4.568
H 1.371 -4.238 0.350
H 1.689 2.528 3.622
H -1.079 1.384 -3.588
H 5.966 0.727 3.305
H -3.264 0.571 -3.043
H 0.801 -3.010 1.461
H 0.069 -3.415 -1.491
H 4.347 2.122 0.361
H -2.921 -4.337 0.020
H -2.410 1.122 -1.574
H 0.763 -0.607 -3.049
H 4.823 -0.282 4.202
H -3.941 -0.133 -0.128
H -2.488 -1.446 0.967
H 0.720 -1.976 -0.696
H 0.333 -0.251 3.468
H -1.559 -2.873 1.547
H 2.338 1.223 4.684
H -1.712 -0.578 -4.115
H 3.295 2.675 4.327
H 2.930 3.021 -3.125
H -1.083 3.000 -2.833
H -4.669 -0.996 -1.544
H -0.582 1.810 -0.333
H 2.462 -0.256 -2.604
H -0.872 -0.076 2.376
H -1.864 0.818 4.294
H -3.392 -2.855 -2.863
H 1.759 0.430 -4.076
H 5.282 -0.723 2.551
H -0.252 -4.349 0.996
H -3.928 -1.567 -3.979
H 3.212 3.231 1.183
H -0.340 1.536 4.849
H 0.766 0.760 -0.114
H -3.917 -2.950 -0.472
H 2.689 -0.273 0.530
H -4.972 0.733 -1.298
H -0.962 -2.037 -3.397
H 1.978 -0.882 2.029
H -0.020 2.656 -4.226

Forces on the atoms, in the same order (eV/Å):
0.745 1.607 0.896
0.117 0.535 -0.260
0.007 -0.683 -0.589
0.913 -0.137 -0.409
0.087 -1.313 1.955
-0.723 -1.267 0.742
0.386 0.344 -1.532
0.441 -0.462 0.495
-0.168 -0.028 0.248
-0.238 -0.116 0.572
0.192 0.407 -0.283
0.418 0.010 0.211
-0.868 -2.260 -1.537
-0.488 0.289 0.938
0.183 0.023 -0.673
0.568 -0.238 -0.658
-0.162 0.659 -0.083
0.268 -0.221 0.355
-0.270 0.474 0.138
0.069 0.424 0.046
-0.519 -0.298 -0.429
-0.383 -0.505 -0.123
0.271 -0.076 0.091
-0.362 -0.413 -0.354
-0.156 0.058 0.109
0.131 0.045 0.380
0.425 1.198 -0.330
-0.241 0.093 -0.343
-0.260 0.103 -0.259
0.313 -0.107 0.025
0.235 0.152 -0.170
-0.072 0.048 -0.123
-0.086 0.152 -0.122
0.594 -0.240 0.397
0.215 0.201 0.100
-0.370 -0.083 -0.030
0.225 -0.197 0.312
-0.078 -0.024 -0.105
-0.181 0.077 0.320
-0.066 0.143 0.267
-0.114 0.142 0.098
-0.277 -0.571 -0.316
0.196 0.188 0.100
-0.024 0.130 -0.305
-0.272 -0.037 -0.478
-0.073 -0.262 0.222
-0.169 0.058 0.006
-0.302 0.428 -0.275
-0.206 0.186 -0.187
-0.058 0.256 -0.164
0.040 -0.315 0.039
-0.244 -0.129 -0.056
-0.032 0.201 0.269
0.012 -0.038 -0.229
0.181 0.345 0.170
-0.179 0.384 0.213
-0.183 -0.018 -0.092
-0.307 0.109 0.470
-0.242 0.289 0.291
0.249 0.272 -0.373
-0.059 -0.013 0.318
-0.125 0.284 0.136
-0.048 -0.119 -0.207
0.068 -0.300 0.046
0.284 -0.204 0.031
0.033 -0.187 -0.341
-0.139 0.305 -0.392
0.257 -0.031 0.346
0.283 0.121 0.012
0.387 -0.201 0.079
-0.103 0.253 0.137
0.280 0.141 0.084
-0.231 -0.045 0.162

- Charge: +1
- Orbital gap: 8.095 eV
- Relative energy (zero: lowest compared OMol25 entry of this formula, charge and spin): 97.59 kcal per mole

Mulliken population analysis, charges in e, atoms 1 to 4: number 1, Sc, carries -0.289; number 2, Si, carries 0.626; number 3, Si, carries -0.029; number 4, O, carries -0.641

A 9-piece molecular cluster, C18H48B2F14N6O6P overall. Source: OMol25; level of theory: ωB97M-V/def2-TZVPD.

Atoms and positions in Å:
P 40.672 -21.214 18.606
F 40.001 -23.136 25.388
F 39.180 -20.610 18.962
F 39.260 -21.101 24.808
F 39.850 -22.633 18.476
F 36.999 -19.926 20.639
F 41.417 -19.742 18.767
F 40.488 -20.950 17.001
F 38.979 -21.832 26.928
F 40.822 -21.400 20.215
F 40.935 -21.266 26.280
F 35.269 -20.435 22.160
F 36.751 -19.104 22.684
F 42.088 -21.932 18.434
F 37.391 -21.170 22.558
O 38.658 -17.456 27.890
O 39.338 -25.776 21.706
O 34.425 -18.485 19.546
O 40.991 -16.236 19.908
O 36.610 -23.451 27.635
O 35.689 -24.174 21.140
N 35.084 -22.211 19.919
N 40.064 -18.618 26.318
N 35.158 -21.898 26.566
N 40.751 -24.663 20.019
N 35.127 -17.383 21.557
N 39.700 -16.959 21.750
C 39.506 -18.317 21.075
C 38.809 -17.857 26.723
C 34.787 -17.455 20.087
C 37.842 -17.428 25.596
C 39.991 -14.487 21.144
C 33.899 -17.353 22.493
C 40.324 -15.913 20.832
C 35.968 -21.788 25.232
C 36.068 -22.324 27.700
C 33.442 -24.264 20.155
C 39.723 -24.700 21.243
C 36.346 -21.312 28.778
C 40.245 -25.567 18.867
C 39.327 -23.332 21.752
C 36.204 -22.303 18.892
C 41.198 -18.581 27.368
C 34.751 -16.116 19.372
C 34.806 -23.637 20.492
B 39.792 -21.825 25.825
B 36.575 -20.195 21.945
H 40.117 -17.004 22.668
H 40.456 -26.584 19.199
H 34.109 -16.969 23.492
H 36.008 -23.180 18.276
H 38.412 -23.415 22.339
H 33.659 -18.395 22.707
H 36.390 -22.756 24.959
H 38.784 -16.591 21.966
H 40.532 -18.296 25.482
H 35.251 -21.479 24.471
H 35.379 -21.702 20.740
H 39.005 -19.016 21.746
H 34.604 -16.160 18.293
H 36.974 -20.471 28.483
H 40.415 -13.834 20.381
H 42.091 -19.135 27.078
H 39.822 -19.599 26.315
H 40.424 -18.850 20.828
H 40.881 -23.710 19.710
H 35.717 -18.186 21.721
H 35.752 -16.630 21.807
H 34.325 -22.465 26.499
H 39.130 -22.732 20.864
H 40.916 -25.349 18.037
H 33.457 -24.786 19.198
H 40.838 -18.993 28.311
H 40.110 -22.908 22.381
H 41.419 -17.515 27.430
H 36.705 -20.989 25.315
H 34.288 -21.655 19.638
H 36.816 -21.810 29.627
H 33.271 -24.955 20.980
H 33.113 -16.735 22.060
H 38.173 -17.867 24.654
H 40.570 -14.268 22.041
H 39.184 -25.334 18.766
H 33.902 -15.503 19.673
H 34.674 -21.062 26.862
H 41.566 -25.180 20.316
H 35.696 -15.598 19.536
H 36.839 -17.751 25.873
H 37.900 -16.354 25.418
H 35.409 -20.958 29.207
H 32.651 -23.518 20.070
H 38.797 -18.266 20.249
H 37.130 -22.174 19.454
H 36.081 -21.438 18.241
H 38.934 -14.399 21.396

Forces on the atoms, in the same order (eV/Å):
0.506 3.678 -2.198
-0.029 -0.150 -0.528
0.334 0.641 -0.400
-1.104 1.729 -1.726
0.525 -1.347 0.389
-0.874 -0.498 -0.074
-1.160 -1.309 -0.018
0.033 -0.580 2.029
-2.028 0.373 0.941
0.074 -0.963 0.924
2.258 1.456 -0.006
-2.902 -1.723 -1.071
1.465 4.306 2.124
-0.587 -0.581 -0.132
-0.287 -0.752 -0.826
0.949 -2.325 -4.476
1.022 2.408 -1.326
1.381 1.739 2.577
-0.643 -0.898 1.146
-3.045 4.851 -0.294
-1.848 2.104 -1.785
0.640 -1.347 0.752
0.701 0.160 2.381
0.701 0.167 -0.460
-2.312 -2.729 1.462
-0.790 0.028 0.283
-0.845 -1.108 -0.837
-0.305 -1.110 0.594
-0.815 3.305 3.424
-2.351 -0.350 -3.453
1.320 -0.942 0.082
0.433 -0.828 1.006
0.287 -0.643 0.202
1.387 1.565 -2.277
-1.337 0.487 0.242
3.766 -4.814 0.905
1.007 0.841 0.591
1.135 -0.609 -0.325
-0.740 -0.416 0.424
0.159 0.121 0.638
-1.354 -0.758 0.177
-0.883 1.128 -0.086
-0.311 1.013 0.421
0.509 -0.077 0.099
0.231 -1.821 0.602
0.456 -2.957 0.838
2.778 -1.644 0.189
0.882 -0.208 0.128
-0.404 -0.057 -0.063
0.699 0.460 -0.345
0.554 -0.131 0.314
0.115 -0.086 0.144
-0.484 0.122 -0.685
0.042 0.169 0.556
-0.518 0.104 -0.022
-0.565 -0.259 -0.674
-0.029 -0.119 0.052
0.519 0.357 0.381
0.039 0.482 0.589
0.189 -0.795 0.071
-0.098 -0.092 -0.324
-0.584 -0.140 -0.165
-0.486 -0.129 -0.582
-0.052 -1.030 -0.960
0.237 0.864 -0.408
0.193 1.353 -0.198
-0.001 -0.837 0.681
-0.146 0.830 -0.429
0.099 -1.463 -0.357
0.308 0.196 -0.230
-0.455 0.310 -0.243
0.304 -0.160 -0.001
-0.129 0.244 -0.190
0.489 -0.099 0.032
0.199 -0.171 0.520
0.145 -0.437 0.334
-0.697 -0.361 -0.713
0.292 -0.208 -0.371
-0.276 -0.113 -0.289
0.048 -0.401 -0.160
-0.348 -0.488 -0.060
-0.088 0.285 0.387
0.298 -0.194 -0.672
0.082 0.074 0.678
0.526 1.210 -0.188
1.094 0.438 0.590
-0.107 0.361 0.173
0.065 0.204 -0.156
-0.128 0.125 0.685
-0.213 0.373 -0.216
0.034 0.047 0.205
0.602 0.554 -0.253
0.032 -0.553 -0.504
0.221 0.017 0.068
-0.003 0.531 -0.269

- Charge: +4
- <S²>: 0.7599
- 2S+1: 2
- Orbital gap (alpha / beta): 7.547 / 3.359 eV

Mulliken population analysis, charges in e, atoms 1 to 4: number 1, P, carries 1.243; number 2, F, carries -0.395; number 3, F, carries -0.342; number 4, F, carries 0.221

Number 1: total energy -65558.2275 eV, F_max 2.868 eV Å⁻¹. Number 2: total energy -89328.8952 eV, F_max 6.179 eV Å⁻¹.